Entry 1:
Density functional theory data (ωB97M-V with the def2-TZVPD basis set) for a molecular structure, C32H39N2 at a distorted geometry.

Atoms and positions in Å:
C1 5.78 -0.13 -0.25
C2 4.44 0.54 -0.11
C3 3.48 0.40 -1.12
C4 2.20 0.94 -0.96
C5 1.12 0.90 -1.95
C6 1.91 1.59 0.26
N1 0.56 1.89 0.50
C7 -0.45 1.08 -0.10
N2 -1.62 1.87 -0.06
C8 -2.96 1.40 0.00
C9 -3.44 0.88 1.26
C10 -2.63 0.83 2.39
C11 -4.80 0.42 1.27
C12 -5.67 0.69 0.23
C13 -7.12 0.31 0.34
C14 -5.18 1.33 -0.92
C15 -3.84 1.71 -1.04
C16 -3.38 2.49 -2.24
C17 -1.28 3.14 0.41
C18 0.03 3.15 0.73
C19 2.88 1.83 1.24
C20 2.55 2.60 2.48
C21 4.15 1.28 1.04
H1 6.46 0.21 0.54
H2 5.69 -1.22 -0.17
H3 6.24 0.10 -1.22
H4 3.73 -0.15 -2.03
H5 -0.06 0.87 -1.25
H6 1.04 1.84 -2.52
H7 1.20 0.06 -2.65
H8 -2.95 0.21 3.23
H9 -0.54 0.07 0.56
H10 -1.85 1.56 2.57
H11 -5.16 -0.09 2.17
H12 -7.70 0.81 -0.44
H13 -7.26 -0.77 0.23
H14 -7.52 0.60 1.31
H15 -5.87 1.56 -1.74
H16 -4.11 2.37 -3.04
H17 -3.29 3.56 -2.02
H18 -2.41 2.14 -2.61
H19 -2.01 3.92 0.53
H20 0.63 3.97 1.10
H21 3.34 2.43 3.23
H22 2.51 3.68 2.30
H23 1.60 2.29 2.93
H24 4.91 1.43 1.80
C22 -1.72 -1.82 0.79
C23 -0.75 -1.00 -0.07
C24 0.53 -1.75 -0.29
C25 0.80 -2.43 -1.49
C26 -0.20 -2.45 -2.63
C27 2.00 -3.12 -1.65
C28 2.91 -3.26 -0.60
C29 4.16 -4.07 -0.78
C30 2.61 -2.63 0.61
C31 1.43 -1.90 0.79
C32 1.15 -1.29 2.13
H25 -2.68 -1.98 0.27
H26 -1.32 -2.80 1.06
H27 -1.96 -1.28 1.72
H28 -1.25 -0.80 -1.03
H29 0.22 -3.02 -3.47
H30 -1.14 -2.94 -2.34
H31 -0.43 -1.45 -3.00
H32 2.22 -3.60 -2.61
H33 4.71 -4.16 0.16
H34 3.91 -5.09 -1.12
H35 4.82 -3.64 -1.54
H36 3.32 -2.71 1.45
H37 2.03 -1.39 2.77
H38 0.93 -0.22 2.06
H39 0.30 -1.78 2.64

* highest occupied orbital energy: -0.326 Eh
* energy relative to the best compared isomer or geometry (same formula, charge and spin): 6.157 eV
* LUMO level: -5.17 eV
* energy: -1351.7923 hartree
* gap between HOMO and LUMO: 3.69 eV
* charge: +1

How positive or negative is each atom? The Mulliken charges in e answer that: atom 1 (C): -1.53, atom 2 (C): 0.77, atom 3 (C): -0.81, atom 4 (C): 0.72, atom 5 (C): -1.20, atom 6 (C): -0.01, atom 7 (N): 0.94, atom 8 (C): -0.69, atom 9 (N): 1.23, atom 10 (C): -0.56, atom 11 (C): 1.86, atom 12 (C): -1.49, atom 13 (C): -1.27, atom 14 (C): 0.71, atom 15 (C): -1.44, atom 16 (C): -0.89, atom 17 (C): 0.63, atom 18 (C): -1.44, atom 19 (C): -0.81, atom 20 (C): -0.63, atom 21 (C): 1.16, atom 22 (C): -1.94, atom 23 (C): -0.92, atom 24 (H): 0.39, atom 25 (H): 0.21, atom 26 (H): 0.36, atom 27 (H): 0.39, atom 28 (H): 0.12, atom 29 (H): 0.48, atom 30 (H): 0.37, atom 31 (H): 0.37, atom 32 (H): -1.04, atom 33 (H): 0.23, atom 34 (H): 0.42, atom 35 (H): 0.37, atom 36 (H): 0.30, atom 37 (H): 0.37, atom 38 (H): 0.36, atom 39 (H): 0.45, atom 40 (H): 0.30, atom 41 (H): 0.21, atom 42 (H): 0.58, atom 43 (H): 0.57, atom 44 (H): 0.43, atom 45 (H): 0.37, atom 46 (H): 0.35, atom 47 (H): 0.35, atom 48 (C): -1.65, atom 49 (C): 0.70, atom 50 (C): 0.77, atom 51 (C): 0.54, atom 52 (C): -1.71, atom 53 (C): -0.98, atom 54 (C): 0.46, atom 55 (C): -1.64, atom 56 (C): -0.76, atom 57 (C): 0.94, atom 58 (C): -1.35, atom 59 (H): 0.33, atom 60 (H): 0.42, atom 61 (H): 0.26, atom 62 (H): 1.12, atom 63 (H): 0.43, atom 64 (H): 0.34, atom 65 (H): 0.35, atom 66 (H): 0.40, atom 67 (H): 0.37, atom 68 (H): 0.43, atom 69 (H): 0.35, atom 70 (H): 0.31, atom 71 (H): 0.40, atom 72 (H): 0.15, atom 73 (H): 0.30

***

Entry 2:
Density functional theory data (ωB97M-V with the def2-TZVPD basis set) for a molecular structure, C32H39N5Pb at a distorted geometry.

Atoms and positions in Å:
Pb1 0.25 1.01 -0.48
N1 3.52 3.04 0.44
N2 0.42 0.74 -3.70
C1 -2.72 0.96 1.01
C2 -2.99 1.46 -0.30
C3 -2.43 2.77 -0.38
C4 -2.40 3.64 -1.58
H1 -2.91 3.16 -2.42
H2 -1.37 3.89 -1.88
H3 -2.92 4.59 -1.38
C5 -1.88 3.10 0.89
C6 -1.19 4.35 1.27
H4 -1.80 4.94 1.97
H5 -0.99 4.97 0.39
H6 -0.22 4.15 1.76
C7 -2.08 1.99 1.75
C8 -1.72 1.93 3.19
H7 -0.78 2.47 3.39
H8 -1.59 0.90 3.53
H9 -2.51 2.39 3.80
C9 -3.74 0.77 -1.38
H10 -4.65 1.33 -1.63
H11 -4.04 -0.24 -1.08
H12 -3.14 0.70 -2.31
C10 -3.02 -0.40 1.52
H13 -2.20 -0.77 2.14
H14 -3.16 -1.11 0.69
H15 -3.94 -0.42 2.13
C11 4.73 2.61 0.74
H16 5.21 3.04 1.62
C12 5.40 1.59 0.02
H17 6.37 1.25 0.38
C13 4.79 1.08 -1.13
H18 5.29 0.32 -1.74
C14 3.56 1.59 -1.51
H19 3.04 1.28 -2.42
C15 2.88 2.53 -0.65
C16 1.50 2.76 -0.78
H20 1.11 3.77 -0.61
C17 0.33 0.02 -2.61
C18 0.10 -0.05 -4.79
H21 0.15 0.32 -5.80
C19 -0.23 -1.30 -4.34
H22 -0.53 -2.19 -4.87
N3 -0.09 -1.27 -2.96
C20 -0.42 -2.29 -2.03
C21 -1.71 -2.86 -2.08
C22 -2.03 -3.86 -1.15
H23 -3.02 -4.33 -1.20
C23 -1.11 -4.29 -0.19
C24 -1.43 -5.42 0.75
H24 -1.24 -5.14 1.79
H25 -0.80 -6.30 0.54
H26 -2.47 -5.73 0.66
C25 0.16 -3.69 -0.16
H27 0.90 -4.05 0.55
C26 0.51 -2.68 -1.05
C27 1.89 -2.10 -1.03
H28 2.55 -2.60 -1.76
H29 2.34 -2.22 -0.03
H30 1.93 -1.03 -1.27
C28 -2.72 -2.44 -3.09
H31 -2.70 -3.10 -3.98
H32 -2.59 -1.41 -3.44
H33 -3.73 -2.52 -2.66
C29 2.75 -1.82 4.33
N4 2.34 -0.70 3.49
C30 2.69 0.63 3.68
C31 2.15 1.32 2.64
N5 1.47 0.44 1.81
C32 1.58 -0.77 2.37
H34 3.84 -1.94 4.31
H35 2.44 -1.66 5.37
H36 2.30 -2.75 3.97
H37 3.28 0.97 4.52
H38 2.27 2.37 2.39
H39 1.13 -1.70 2.02

* highest occupied orbital energy (alpha / beta): 0.033 / 0.033 Eh
* energy relative to the best compared isomer or geometry (same formula, charge and spin): 0.000 eV
* LUMO level (alpha / beta): 4.09 / 4.09 eV
* energy: -1709.2430 hartree
* gap between HOMO and LUMO (alpha / beta): 3.20 / 3.20 eV
* charge: -2

How positive or negative is each atom? The Mulliken charges in e answer that: atom 1 (Pb): 0.40, atom 2 (N): -0.65, atom 3 (N): -0.36, atom 4 (C): 0.71, atom 5 (C): 0.30, atom 6 (C): 0.11, atom 7 (C): -1.65, atom 8 (H): 0.41, atom 9 (H): 0.23, atom 10 (H): 0.35, atom 11 (C): 0.88, atom 12 (C): -1.74, atom 13 (H): 0.37, atom 14 (H): 0.41, atom 15 (H): 0.22, atom 16 (C): 0.62, atom 17 (C): -1.48, atom 18 (H): 0.28, atom 19 (H): 0.34, atom 20 (H): 0.29, atom 21 (C): -1.28, atom 22 (H): 0.30, atom 23 (H): 0.45, atom 24 (H): 0.07, atom 25 (C): -1.51, atom 26 (H): 0.26, atom 27 (H): 0.20, atom 28 (H): 0.24, atom 29 (C): -0.25, atom 30 (H): 0.35, atom 31 (C): -0.58, atom 32 (H): 0.34, atom 33 (C): -0.19, atom 34 (H): 0.36, atom 35 (C): -0.24, atom 36 (H): 0.37, atom 37 (C): -0.51, atom 38 (C): -0.32, atom 39 (H): 0.16, atom 40 (C): -0.28, atom 41 (C): -1.24, atom 42 (H): 0.45, atom 43 (C): -0.20, atom 44 (H): 0.43, atom 45 (N): 0.62, atom 46 (C): -0.30, atom 47 (C): 1.57, atom 48 (C): -0.97, atom 49 (H): 0.22, atom 50 (C): 0.90, atom 51 (C): -1.50, atom 52 (H): 0.32, atom 53 (H): 0.31, atom 54 (H): 0.35, atom 55 (C): -1.07, atom 56 (H): 0.37, atom 57 (C): 1.45, atom 58 (C): -1.08, atom 59 (H): 0.30, atom 60 (H): 0.24, atom 61 (H): 0.05, atom 62 (C): -2.13, atom 63 (H): 0.36, atom 64 (H): 0.36, atom 65 (H): 0.44, atom 66 (C): -0.96, atom 67 (N): 0.30, atom 68 (C): -0.95, atom 69 (C): -0.93, atom 70 (N): 0.59, atom 71 (C): -0.49, atom 72 (H): 0.32, atom 73 (H): 0.32, atom 74 (H): 0.28, atom 75 (H): 0.43, atom 76 (H): 0.68, atom 77 (H): 0.20

***

Entry 3:
Density functional theory data (ωB97M-V with the def2-TZVPD basis set) for a molecular structure, C32H40AsNO5PSSiTi at a distorted geometry.

Atoms and positions in Å:
Ti1 -0.54 0.26 -0.10
O1 -1.99 2.47 2.40
C1 -2.09 1.31 2.09
O2 -2.08 0.87 0.86
C2 -2.29 0.21 3.10
C3 -3.03 0.54 4.23
C4 -3.28 -0.40 5.22
C5 -2.78 -1.68 5.08
C6 -2.04 -2.01 3.95
C7 -1.78 -1.09 2.94
P1 -0.72 -1.64 1.53
C8 -1.93 -3.08 1.11
C9 -3.11 -2.61 0.52
C10 -4.16 -3.47 0.21
C11 -4.04 -4.83 0.47
C12 -2.87 -5.31 1.05
C13 -1.84 -4.44 1.37
C14 0.66 -2.68 2.18
C15 1.19 -3.74 1.46
C16 2.28 -4.46 1.95
C17 2.83 -4.13 3.18
C18 2.30 -3.07 3.91
C19 1.23 -2.35 3.41
H1 -3.39 1.56 4.31
H2 -3.87 -0.13 6.09
H3 -2.95 -2.43 5.84
H4 -1.65 -3.02 3.87
H5 -3.21 -1.55 0.32
H6 -5.06 -3.07 -0.23
H7 -4.85 -5.50 0.22
H8 -2.77 -6.37 1.26
H9 -0.95 -4.85 1.84
H10 0.75 -4.05 0.52
H11 2.68 -5.27 1.37
H12 3.67 -4.69 3.56
H13 2.72 -2.80 4.87
H14 0.84 -1.51 3.96
N1 1.64 -0.01 -1.08
C20 2.33 1.12 -1.68
C21 2.28 2.37 -1.07
C22 2.92 3.44 -1.67
C23 3.59 3.29 -2.88
C24 3.62 2.05 -3.48
C25 3.00 0.96 -2.88
S1 4.47 4.68 -3.62
O3 3.59 5.82 -3.38
O4 4.62 4.30 -5.01
O5 5.71 4.71 -2.86
H15 1.74 -0.79 -1.72
H16 2.14 -0.29 -0.24
H17 1.74 2.51 -0.14
H18 2.88 4.43 -1.22
H19 4.13 1.94 -4.43
H20 3.03 -0.02 -3.36
C26 -0.96 3.83 -0.93
Si1 -1.10 2.18 -1.88
C27 -0.32 2.53 -3.58
C28 -2.97 1.94 -2.24
H21 -1.66 4.55 -1.37
H22 0.04 4.25 -1.02
H23 -1.20 3.73 0.13
H24 -0.72 3.48 -3.93
H25 -0.57 1.78 -4.34
H26 0.77 2.64 -3.54
H27 -3.32 2.76 -2.87
H28 -3.56 1.94 -1.32
H29 -3.19 1.01 -2.77
C29 -2.72 -1.97 -2.93
As1 -0.98 -1.37 -2.28
C30 -0.14 -0.87 -3.98
C31 -0.11 -3.10 -2.03
H30 -2.58 -2.73 -3.71
H31 -3.27 -1.13 -3.35
H32 -3.28 -2.40 -2.11
H33 0.26 -1.75 -4.48
H34 0.65 -0.14 -3.81
H35 -0.89 -0.41 -4.62
H36 0.09 -3.58 -2.99
H37 -0.75 -3.74 -1.42
H38 0.84 -2.96 -1.49
C32 0.46 0.06 1.66
H39 0.33 0.81 2.44
H40 1.48 -0.30 1.63

* highest occupied orbital energy: -0.187 Eh
* energy relative to the best compared isomer or geometry (same formula, charge and spin): 1.576 eV
* LUMO level: 1.89 eV
* energy: -5788.6798 hartree
* gap between HOMO and LUMO: 6.98 eV
* charge: -1

How positive or negative is each atom? The Mulliken charges in e answer that: atom 1 (Ti): -0.41, atom 2 (O): -0.68, atom 3 (C): -0.29, atom 4 (O): -0.13, atom 5 (C): 0.65, atom 6 (C): -0.63, atom 7 (C): -0.72, atom 8 (C): -0.86, atom 9 (C): -0.75, atom 10 (C): 0.27, atom 11 (P): 3.35, atom 12 (C): 0.51, atom 13 (C): -1.13, atom 14 (C): -0.68, atom 15 (C): -0.66, atom 16 (C): -0.69, atom 17 (C): -0.56, atom 18 (C): 0.21, atom 19 (C): -0.43, atom 20 (C): -0.99, atom 21 (C): -0.59, atom 22 (C): -0.82, atom 23 (C): -0.59, atom 24 (H): 0.51, atom 25 (H): 0.39, atom 26 (H): 0.43, atom 27 (H): 0.47, atom 28 (H): 0.75, atom 29 (H): 0.51, atom 30 (H): 0.37, atom 31 (H): 0.42, atom 32 (H): 0.45, atom 33 (H): 0.61, atom 34 (H): 0.44, atom 35 (H): 0.38, atom 36 (H): 0.43, atom 37 (H): 0.44, atom 38 (N): -0.31, atom 39 (C): -0.15, atom 40 (C): -0.16, atom 41 (C): -0.94, atom 42 (C): 0.04, atom 43 (C): -0.85, atom 44 (C): -0.48, atom 45 (S): 1.30, atom 46 (O): -0.70, atom 47 (O): -0.72, atom 48 (O): -0.70, atom 49 (H): 0.22, atom 50 (H): 0.35, atom 51 (H): 0.57, atom 52 (H): 0.41, atom 53 (H): 0.47, atom 54 (H): 0.38, atom 55 (C): -1.25, atom 56 (Si): 1.01, atom 57 (C): -1.11, atom 58 (C): -1.21, atom 59 (H): 0.41, atom 60 (H): 0.26, atom 61 (H): 0.27, atom 62 (H): 0.47, atom 63 (H): 0.33, atom 64 (H): 0.19, atom 65 (H): 0.45, atom 66 (H): 0.23, atom 67 (H): 0.17, atom 68 (C): -1.12, atom 69 (As): 0.58, atom 70 (C): -1.13, atom 71 (C): -1.32, atom 72 (H): 0.44, atom 73 (H): 0.42, atom 74 (H): 0.07, atom 75 (H): 0.44, atom 76 (H): 0.27, atom 77 (H): 0.39, atom 78 (H): 0.62, atom 79 (H): 0.24, atom 80 (H): 0.31, atom 81 (C): -1.45, atom 82 (H): 0.32, atom 83 (H): 0.97